The following is a quantum chemistry calculation of a molecular structure, C44H34N15O2Re in a non-equilibrium geometry, from the Open Molecules 2025 dataset.

Structure (XYZ):
```
96
Properties=species:S:1:pos:R:3
Re 0.6270 1.4200 1.0440
C 0.0557 0.7734 5.3216
C -0.6990 1.8565 5.7660
C -0.9331 2.8885 4.8889
C -0.4431 2.8476 3.5803
N 0.2611 1.7588 3.1268
C 0.5036 0.7677 4.0289
N -0.7200 3.9744 2.8427
C -0.2510 4.2441 1.6930
N 0.5123 3.3672 0.8883
C 1.1716 4.1613 -0.0773
N 2.1702 3.7851 -0.7761
C 2.9456 2.6828 -0.4950
C 4.1121 2.5769 -1.2606
C 5.0555 1.6205 -0.9755
C 4.8370 0.7783 0.1151
C 3.6616 0.8884 0.8061
N 2.6828 1.7805 0.5026
C 0.5614 5.4897 -0.0704
C 0.8334 6.6062 -0.8385
C 0.1735 7.7807 -0.4959
C -0.6965 7.8332 0.5942
C -0.9407 6.7137 1.3827
C -0.3079 5.5417 1.0173
H 0.2948 -0.0587 5.9701
H -1.0816 1.8921 6.7781
H -1.4898 3.7711 5.1696
H 1.0801 -0.0633 3.6846
H 4.2494 3.3122 -2.0420
H 5.9674 1.5532 -1.5554
H 5.5738 0.0528 0.4316
H 3.4941 0.2620 1.6585
H 1.5228 6.5672 -1.6711
H 0.3469 8.6762 -1.0775
H -1.1807 8.7694 0.8377
H -1.6003 6.7579 2.2393
C 1.8130 -0.2785 -4.2059
N 1.2045 0.4178 -3.0404
C 1.2651 0.1043 -1.7623
N 0.5878 1.0295 -1.0616
C 0.1356 1.9028 -2.0271
N 0.4889 1.5565 -3.2298
C 1.7924 -1.7729 -4.0188
C 2.8926 -2.5572 -4.3357
C 2.8105 -3.9418 -4.2194
C 1.6525 -4.5464 -3.7562
C 0.5576 -3.7552 -3.4215
C 0.6254 -2.3786 -3.5770
C -0.6672 -4.3281 -2.8585
N -1.0080 -5.5456 -2.6525
N -2.2583 -5.4917 -1.9949
C -2.5369 -4.2477 -1.8720
O -1.5821 -3.4363 -2.4006
C -3.6188 -3.5712 -1.1520
C -4.4859 -4.2831 -0.3299
C -5.4243 -3.5996 0.4294
C -5.4836 -2.2116 0.3973
C -4.6268 -1.5036 -0.4365
C -4.6159 0.0011 -0.4629
N -3.4757 0.5191 0.3437
C -2.2644 0.8272 -0.0584
N -1.4976 1.1091 1.0154
C -2.3710 0.9152 2.0720
N -3.5624 0.5648 1.6920
C -3.7121 -2.1868 -1.2224
H 2.8231 0.1049 -4.3414
H 1.2173 0.0346 -5.0611
H 1.7823 -0.7575 -1.3716
H -0.4459 2.7877 -1.8175
H 3.8072 -2.0990 -4.6949
H 3.6614 -4.5519 -4.4907
H 1.5863 -5.6221 -3.6500
H -0.2558 -1.7821 -3.3668
H -4.4123 -5.3626 -0.2881
H -6.1062 -4.1514 1.0633
H -6.2038 -1.6860 1.0135
H -5.5184 0.4308 -0.0381
H -4.4764 0.3901 -1.4705
H -1.9653 0.8670 -1.0922
H -2.1224 1.0398 3.1090
H -3.0613 -1.6446 -1.9019
N 1.7618 -5.8326 2.0771
C 0.6946 -5.1339 1.6444
O -0.3758 -5.6088 1.3505
C 0.8468 -3.6201 1.5198
C -0.1126 -2.9749 0.7566
C -0.0846 -1.6058 0.6325
N 0.8203 -0.8194 1.2637
C 1.7417 -1.4623 2.0129
C 1.7998 -2.8332 2.1501
H 1.6639 -6.8330 2.1653
H 2.6553 -5.4259 2.2822
H -0.8901 -3.5608 0.2860
H -0.8162 -1.1188 0.0074
H 2.4346 -0.8578 2.5743
H 2.5663 -3.2507 2.7901
```

Values from the calculation:
Charge   +3
2S+1   2
HOMO-LUMO gap (alpha / beta)   4.3 / 4.9 eV
E   -74734.545 eV
LUMO energy (alpha / beta)   -10.68 / -10.16 eV

Here are the Mulliken charges for atoms 1 to 8, given in e: Re 1.79; C -0.87; C -0.60; C -0.43; C 0.52; N -0.05; C -0.25; N -0.47